No. 1
This record from the OMol25 dataset describes C8H18Br2GaNP as an isolated structure at a distorted geometry. The level of theory is ωB97M-V with the def2-TZVPD basis set.

Geometry as XYZ:
```
31
C8H18Br2GaNP | the OMol25 dataset | ωB97M-V with the def2-TZVPD basis set
C -1.07 2.60 -3.63
H -1.44 -1.33 -1.39
C 2.21 -1.20 0.72
H 1.14 -1.85 2.55
P -2.08 0.19 1.49
H -1.76 1.56 1.17
H 0.94 2.36 3.16
H -1.57 2.48 -4.59
Br -2.16 1.59 -2.37
H 0.27 -3.48 0.93
C 0.34 2.06 -3.69
H 3.01 -1.65 2.77
H 3.20 -0.66 0.51
H -1.12 3.64 -3.33
H -4.07 0.78 0.84
H 0.38 0.97 -3.73
H 2.24 -2.24 0.30
H -1.08 -2.99 2.05
H -1.53 -3.78 0.41
Ga -0.81 -1.22 0.10
H -1.74 -0.11 2.87
H 0.87 2.47 -4.55
H 1.32 -0.33 -1.15
H 1.10 0.70 0.32
Br 1.38 2.62 -2.14
C 2.06 -1.22 2.31
N -3.65 -0.10 1.19
C 1.86 0.24 2.88
C 1.49 1.39 3.08
C 1.08 -0.37 -0.03
C -0.80 -3.11 0.95
```

Summary:
- HOMO level (eV) = -3.338
- charge = -1
- frontier orbital gap (Ha) = 0.216

Löwdin population analysis, charges in e, atoms 1 to 6: atom 1 (C): -0.71, atom 2 (H): -0.09, atom 3 (C): -0.31, atom 4 (H): 0.09, atom 5 (P): 0.47, atom 6 (H): -0.07

---

No. 2
This record from the OMol25 dataset describes a 2-piece molecular cluster, C4H12 overall at a distorted geometry. The level of theory is ωB97M-V with the def2-TZVPD basis set.

Geometry as XYZ:
```
16
C4H12 | the OMol25 dataset | ωB97M-V with the def2-TZVPD basis set
H -2.71 -0.46 -2.39
C -1.73 -0.02 -2.26
H 0.38 0.57 1.59
H -2.62 1.17 -0.68
H -0.85 1.49 -1.00
H -1.02 -0.86 -2.25
H 2.87 -1.21 2.07
H 0.66 -0.81 0.55
C 2.41 -0.31 1.64
H 2.68 0.48 2.35
H 2.89 -0.09 0.69
H -1.38 0.56 -3.11
H -1.30 0.11 -0.12
C 0.90 -0.38 1.53
H 0.47 -0.99 2.32
C -1.64 0.75 -0.93
```

Summary:
- HOMO level (eV) = -11.570
- charge = 0
- structure (SMILES) = CC.CC
- frontier orbital gap (Ha) = 0.467
- relative energy (zero: lowest compared OMol25 entry of this formula, charge and spin) (kJ/mol) = 25.0

Löwdin population analysis, charges in e, atoms 1 to 6: atom 1 (H): 0.06, atom 2 (C): -0.17, atom 3 (H): 0.06, atom 4 (H): 0.06, atom 5 (H): 0.06, atom 6 (H): 0.06

---

No. 3
This record from the OMol25 dataset describes C27H33AgN3P2 as an isolated structure. The level of theory is ωB97M-V with the def2-TZVPD basis set.

Geometry as XYZ:
```
66
C27H33AgN3P2 | the OMol25 dataset | ωB97M-V with the def2-TZVPD basis set
N -3.19 -3.57 1.52
H 1.93 2.46 2.18
C -1.11 -1.60 2.39
H -2.20 5.41 1.37
C -0.80 0.39 -2.89
H 4.29 -1.31 -1.13
H -1.98 -0.09 -4.61
C 1.33 1.44 -3.42
H -0.77 4.07 2.87
C -0.26 -4.00 1.39
H -4.15 -3.81 1.26
H 2.12 3.73 -0.46
H -3.71 -1.74 2.45
H 0.59 2.21 3.30
C -1.60 4.60 0.97
C -1.89 -0.17 -1.99
N -1.16 -4.57 2.40
H 2.76 -0.92 -1.93
C 2.61 1.66 -0.70
H -2.85 0.17 -2.37
H -1.58 -0.61 2.32
C -0.02 2.80 1.32
C 4.96 1.17 -0.81
C -0.05 2.51 -0.06
P -0.78 -2.33 0.70
H -0.28 -3.51 3.97
H -3.14 -2.02 0.08
H 0.96 1.00 2.06
H -0.17 -4.70 0.56
C -0.86 3.28 -0.90
C 2.91 3.01 -0.55
C -2.53 -2.87 0.36
C 4.23 3.44 -0.52
C -2.44 -4.86 1.89
H -1.89 -1.26 -2.08
H 2.80 -1.16 -0.19
H -2.40 -5.46 0.98
H -2.52 -3.57 -0.48
H -0.89 3.06 -1.95
C 3.36 -0.75 -1.03
C 0.91 2.07 2.27
Ag -1.58 0.42 0.03
H 2.26 1.88 -3.10
C -1.04 0.34 -4.27
C 1.07 1.36 -4.78
H 4.46 4.49 -0.41
H -2.25 4.91 -1.06
C -0.13 0.81 -5.21
H -1.85 -4.23 4.34
C 3.64 0.72 -0.83
C -1.63 4.32 -0.39
C 0.42 0.96 -2.47
H 0.74 -3.90 1.82
C -1.27 -3.71 3.58
H 1.79 1.74 -5.49
H -0.14 -1.43 2.87
N -1.93 -2.44 3.28
H -3.07 -5.36 2.64
P 0.88 1.04 -0.69
H -3.85 -3.19 3.49
H 6.29 2.84 -0.63
H -0.36 0.74 -6.26
C -3.23 -2.67 2.76
C 5.26 2.51 -0.65
H 5.76 0.45 -0.91
C -0.80 3.84 1.81
```

Summary:
- HOMO level (eV) = -9.664
- charge = +1
- frontier orbital gap (Ha) = 0.251
- relative energy (zero: lowest compared OMol25 entry of this formula, charge and spin) (kJ/mol) = 0.0

Löwdin population analysis, charges in e, atoms 1 to 6: atom 1 (N): -0.07, atom 2 (H): 0.09, atom 3 (C): -0.34, atom 4 (H): 0.11, atom 5 (C): -0.33, atom 6 (H): 0.08

---

No. 4
This record from the OMol25 dataset describes one molecule with the formula C17H23N3O3S at a distorted geometry. The level of theory is ωB97M-V with the def2-TZVPD basis set.

Geometry as XYZ:
```
47
C17H23N3O3S | the OMol25 dataset | ωB97M-V with the def2-TZVPD basis set
C 5.55 -3.27 2.07
H 5.19 -4.17 2.58
C 2.99 -0.55 1.20
H -4.91 -3.87 3.11
N 0.00 1.05 2.97
H -1.63 2.20 4.83
H -0.97 1.83 1.16
H -5.67 0.39 1.68
H 4.59 -2.23 4.35
C -3.54 0.92 1.87
N -1.33 2.97 2.90
H 4.27 -1.87 0.04
H -3.12 2.30 3.81
H -0.76 4.70 3.84
O 1.71 2.11 1.37
N -1.97 3.81 1.94
O 2.19 2.03 3.81
C 3.95 -1.56 1.05
H 0.31 3.31 4.26
C -2.18 2.78 4.10
H -3.74 1.95 1.55
H 0.51 4.18 2.69
H 2.86 -0.44 4.63
C -1.06 1.55 2.24
H 6.52 -3.05 2.54
C 4.12 -1.75 3.47
C 4.52 -2.17 2.19
H -3.03 -2.85 2.72
C -4.41 -1.31 2.17
C -0.21 3.83 3.44
H -1.26 4.04 1.26
H -4.78 -3.97 1.32
H -2.67 3.19 1.50
H 2.55 -0.09 0.30
H -6.42 -3.90 2.09
O -5.48 -2.13 2.08
H -2.38 3.79 4.45
C -2.27 0.51 2.27
H -1.09 -1.12 2.96
H 5.77 -3.55 1.04
S 1.59 1.41 2.64
C 3.16 -0.74 3.63
C 2.61 -0.12 2.49
C -3.13 -1.77 2.57
C -2.06 -0.83 2.62
C -5.38 -3.57 2.15
C -4.64 0.07 1.95
```

Summary:
- HOMO level (eV) = -8.110
- charge = 0
- structure (SMILES) = COc1ccc([C@H](N=[S@@](=O)([O-])c2ccc(C)cc2)[N+](C)(C)N)cc1
- frontier orbital gap (Ha) = 0.321
- relative energy (zero: lowest compared OMol25 entry of this formula, charge and spin) (kJ/mol) = 596.0

Löwdin population analysis, charges in e, atoms 1 to 6: atom 1 (C): -0.06, atom 2 (H): 0.08, atom 3 (C): -0.06, atom 4 (H): 0.09, atom 5 (N): -0.16, atom 6 (H): 0.12

---

No. 5
This record from the OMol25 dataset describes one molecule with the formula C2H2FN3O at a distorted geometry. The level of theory is ωB97M-V with the def2-TZVPD basis set.

Geometry as XYZ:
```
9
C2H2FN3O | the OMol25 dataset | ωB97M-V with the def2-TZVPD basis set
C -0.44 0.31 0.17
F -1.35 -0.52 0.77
N -0.64 0.09 -1.24
C 1.12 -0.66 0.23
O -0.45 1.52 0.70
H 1.84 -0.70 1.16
N 1.12 -1.23 -0.91
N 0.07 -0.71 -1.77
H -1.28 1.90 0.88
```

Summary:
- HOMO level (eV) = -10.261
- charge = 0
- structure (SMILES) = O[C@]1(F)C=NN=N1
- frontier orbital gap (Ha) = 0.358
- relative energy (zero: lowest compared OMol25 entry of this formula, charge and spin) (kJ/mol) = 254.5

Löwdin population analysis, charges in e, atoms 1 to 6: atom 1 (C): -0.55, atom 2 (F): 0.06, atom 3 (N): 0.07, atom 4 (C): 0.01, atom 5 (O): 0.13, atom 6 (H): 0.14

---

No. 6
This record from the OMol25 dataset describes one molecule with the formula C3H4Cl2S at a distorted geometry. The level of theory is ωB97M-V with the def2-TZVPD basis set.

Geometry as XYZ:
```
10
C3H4Cl2S | the OMol25 dataset | ωB97M-V with the def2-TZVPD basis set
S 1.69 -0.19 1.72
H 0.44 -0.97 -1.30
Cl 3.39 -1.41 -0.49
H -0.54 -0.71 1.22
C 0.43 -0.06 -0.68
C 0.15 0.12 0.75
Cl 3.28 1.53 -0.27
H -0.14 1.14 0.94
C 2.58 0.00 0.08
H 0.56 0.86 -1.23
```

Summary:
- HOMO level (spin up / spin down) (eV) = -8.321 / -8.283
- charge = 0
- frontier orbital gap (spin up / spin down) (Ha) = 0.288 / 0.290
- relative energy (zero: lowest compared OMol25 entry of this formula, charge and spin) (kJ/mol) = 272.4

Löwdin population analysis, charges in e, atoms 1 to 6: atom 1 (S): 0.72, atom 2 (H): 0.08, atom 3 (Cl): 0.55, atom 4 (H): 0.10, atom 5 (C): -0.08, atom 6 (C): -0.55

---

In order of appearance, electronic energy = -7784.41616, -159.57546, -2042.30516, -1449.62719, -416.66017, -1435.15490 a.u..